Computed, not measured: a molecular structure, C21H56N5O8Ti2, with wB97M-V/def2-TZVPD.

Properties
lowest unoccupied orbital energy (spin up / spin down): -5.48 / -10.07 eV
Kohn-Sham gap (spin up / spin down): 6.34 / 2.60 eV
multiplicity: 8
net charge: +2
expectation value of S²: 15.7586
strongest force on any atom: 5.67 eV Å⁻¹
highest occupied orbital energy (spin up / spin down): -11.822 / -12.665 eV

Positions of all 92 atoms, in Å:
Ti (26.623760, 13.510837, 16.680589)
Ti (29.409516, 11.102920, 15.305770)
O (27.170974, 13.419204, 12.482061)
C (27.847988, 12.652034, 13.294446)
O (28.817350, 11.938529, 12.840410)
O (27.491698, 12.574266, 14.450530)
H (27.684655, 13.153975, 11.715638)
C (23.000225, 10.222957, 13.087747)
C (24.003630, 10.769861, 14.088965)
C (24.005838, 9.940193, 15.445554)
O (22.698470, 9.802971, 15.986222)
C (22.490204, 8.608512, 16.794316)
N (25.293017, 10.487764, 13.496970)
H (22.034038, 10.198184, 13.591702)
H (23.130785, 9.163370, 12.867946)
H (22.969112, 10.756488, 12.137747)
H (23.990539, 11.850432, 14.231445)
H (24.610066, 10.507436, 16.153537)
H (24.528560, 8.985469, 15.387413)
H (22.258871, 7.766853, 16.141475)
H (21.589937, 8.697278, 17.402385)
H (23.357987, 8.369651, 17.409130)
H (25.295351, 10.792754, 12.534116)
H (25.968423, 11.127163, 13.890797)
C (28.110443, 10.859156, 6.059383)
C (29.307153, 11.721889, 6.515668)
C (29.570416, 11.749155, 8.065706)
O (30.562490, 12.677249, 8.529420)
C (30.513939, 12.995283, 9.949221)
N (30.565782, 11.217282, 5.910886)
H (27.165063, 11.073055, 6.557979)
H (28.292737, 9.843910, 6.411731)
H (28.012605, 10.871144, 4.973851)
H (29.182926, 12.761538, 6.212679)
H (29.819471, 10.749793, 8.422572)
H (28.629809, 12.021680, 8.544339)
H (30.757175, 12.157429, 10.602627)
H (29.495748, 13.268724, 10.226030)
H (31.239735, 13.774214, 10.182855)
H (31.309023, 11.778335, 6.301940)
H (30.502349, 11.489456, 4.940325)
C (28.855581, 16.088695, 14.886138)
C (28.958037, 15.837272, 16.342755)
C (29.849217, 16.920650, 17.004517)
O (30.117796, 16.592267, 18.307767)
C (30.786350, 17.645209, 19.008080)
N (27.607129, 15.838201, 16.973906)
H (28.572057, 17.105922, 14.616027)
H (28.177360, 15.368064, 14.429169)
H (29.785667, 15.880841, 14.357140)
H (29.459284, 14.881102, 16.493062)
H (29.288317, 17.854092, 16.957976)
H (30.800850, 16.889431, 16.473923)
H (31.710379, 17.921580, 18.500263)
H (30.911462, 17.341043, 20.047278)
H (30.227779, 18.580517, 19.044232)
H (27.893147, 15.924149, 17.938750)
H (26.991515, 16.638613, 16.952337)
C (26.238797, 8.389159, 10.034014)
C (27.247468, 9.527564, 10.268838)
C (26.689329, 10.964190, 10.070520)
O (25.522701, 11.192687, 10.848700)
C (24.749741, 12.331718, 10.568638)
N (27.709203, 9.376799, 11.647868)
H (26.882503, 7.512396, 10.104961)
H (25.813852, 8.500688, 9.036483)
H (25.402080, 8.420358, 10.731897)
H (28.170527, 9.389593, 9.705791)
H (26.518095, 11.204375, 9.021191)
H (27.464805, 11.672115, 10.363055)
H (24.202171, 12.141124, 9.645631)
H (25.447815, 13.139214, 10.347878)
H (24.096653, 12.688839, 11.364912)
H (28.396842, 10.098391, 11.810829)
H (26.977759, 9.647369, 12.289647)
C (32.173979, 10.611953, 13.201569)
C (32.436681, 11.472513, 14.435624)
C (32.083011, 13.009970, 14.296252)
O (32.837961, 13.679490, 13.320529)
C (32.295482, 14.958790, 12.862396)
N (31.787037, 10.832765, 15.595541)
H (32.611001, 11.116225, 12.339692)
H (31.111707, 10.391202, 13.096965)
H (32.689216, 9.660497, 13.333355)
H (33.495500, 11.400543, 14.684263)
H (32.186312, 13.495325, 15.266748)
H (31.034668, 12.939782, 14.006168)
H (33.138832, 15.449633, 12.376667)
H (31.953468, 15.545228, 13.715165)
H (31.391049, 14.822210, 12.269569)
H (32.141462, 9.889043, 15.657841)
H (32.093006, 11.253070, 16.461468)

Cartesian forces (eV/Å) of the 3 atoms listed first:
Ti 0.8 0.8 -0.7
Ti 0.0 0.7 -1.1
O 0.0 0.2 -0.6

Atomic partial charges in e from the Mulliken method, atoms 1 to 8:
1 Ti 0.549
2 Ti 0.284
3 O -0.600
4 C 0.635
5 O 0.019
6 O -0.375
7 H 0.160
8 C -1.492

Computed, not measured: a molecular structure, C21H57Br9N9O3P3, with wB97M-V/def2-TZVPD.

Properties
lowest unoccupied orbital energy (spin up / spin down): -2.65 / -7.26 eV
Kohn-Sham gap (spin up / spin down): 6.95 / 2.33 eV
multiplicity: 2
net charge: +1
expectation value of S²: 0.7566
strongest force on any atom: 4.72 eV Å⁻¹
highest occupied orbital energy (spin up / spin down): -9.591 / -9.591 eV

Positions of all 102 atoms, in Å:
C (-0.853091, -1.472000, -3.791028)
Br (-0.930661, -0.253140, -5.311118)
Br (-0.028981, -3.138500, -4.364118)
Br (-2.658241, -1.951850, -3.128318)
H (-0.256151, -1.181160, -2.926638)
C (1.622759, -3.528330, 2.278152)
Br (2.891679, -4.658640, 3.289972)
Br (2.363339, -1.788440, 1.821592)
Br (-0.048651, -3.418350, 3.375432)
H (1.393699, -3.983540, 1.314612)
C (2.215469, 0.648480, -0.948998)
Br (1.952089, 2.549620, -0.675278)
Br (2.720289, 0.252420, -2.823108)
Br (0.449119, -0.119430, -0.595268)
H (2.980879, 0.132350, -0.369468)
O (6.704229, -2.937480, -2.777808)
P (5.841999, -3.867180, -1.921538)
N (6.317759, -3.934380, -0.290038)
C (7.510449, -3.211340, 0.118812)
C (5.785499, -4.884410, 0.676712)
N (5.915499, -5.463350, -2.528888)
C (7.207089, -5.972450, -3.091828)
C (4.883659, -6.513010, -2.208758)
N (4.216559, -3.416740, -1.896408)
C (3.547659, -3.324650, -3.251038)
C (3.878829, -2.316370, -1.008488)
H (8.337259, -3.443930, -0.552288)
H (7.818779, -3.345420, 1.155662)
H (7.376499, -2.138780, -0.021808)
H (4.733799, -5.137520, 0.542662)
H (5.991169, -4.514170, 1.681062)
H (6.295429, -5.824970, 0.468302)
H (7.528939, -5.383730, -3.950858)
H (7.930839, -5.893600, -2.280608)
H (7.128909, -7.013610, -3.404818)
H (3.848779, -6.173350, -2.250658)
H (5.029199, -7.495380, -2.658058)
H (4.998369, -6.700720, -1.141188)
H (2.513959, -3.412720, -2.916678)
H (3.586049, -2.339090, -3.715028)
H (3.888189, -4.108770, -3.927278)
H (4.181439, -1.465570, -1.618958)
H (4.258199, -2.370610, 0.011922)
H (2.792449, -2.229590, -1.026858)
O (-3.208861, -0.376220, 0.334782)
P (-3.645561, -0.311500, 1.802742)
N (-4.952731, 0.676150, 2.215942)
C (-5.888291, 1.106000, 1.122432)
C (-5.386751, 0.988270, 3.612812)
N (-2.330531, 0.107150, 2.826142)
C (-1.896661, 1.555220, 2.878632)
C (-1.124351, -0.669870, 2.684642)
N (-4.030221, -1.851810, 2.438372)
C (-4.684951, -2.851330, 1.546812)
C (-4.254301, -2.092860, 3.854522)
H (-5.495671, 1.150910, 0.106592)
H (-6.346351, 2.044290, 1.435282)
H (-6.735851, 0.423110, 1.064032)
H (-5.171391, 2.040880, 3.796472)
H (-4.681121, 0.619000, 4.357012)
H (-6.464851, 0.845710, 3.686862)
H (-1.219421, 1.674210, 3.724372)
H (-1.313401, 1.812360, 1.994452)
H (-2.767821, 2.192180, 3.031802)
H (-0.637451, -1.004870, 3.600502)
H (-1.292201, -1.618350, 2.174432)
H (-0.387341, -0.203000, 2.031232)
H (-5.754191, -2.666480, 1.650082)
H (-4.385691, -2.540860, 0.545732)
H (-4.478071, -3.880980, 1.838572)
H (-3.540591, -1.518850, 4.445472)
H (-4.335961, -3.102990, 4.255882)
H (-5.243601, -1.648890, 3.965312)
O (-2.123801, 7.098700, -1.992458)
P (-2.195071, 5.939380, -1.084488)
N (-2.077231, 4.448410, -1.906608)
C (-1.267351, 3.290740, -1.459758)
C (-2.360401, 4.222160, -3.331248)
N (-3.609491, 5.681590, -0.225118)
C (-4.382561, 6.973750, -0.133848)
C (-3.913691, 4.680770, 0.763772)
N (-0.971581, 6.094910, 0.077852)
C (-1.288771, 6.582440, 1.405032)
C (0.333989, 6.040600, -0.339578)
H (-0.258061, 3.105490, -1.827348)
H (-1.753911, 2.343600, -1.692768)
H (-1.186301, 3.249050, -0.373578)
H (-2.745621, 5.194280, -3.638958)
H (-3.148151, 3.491990, -3.516738)
H (-1.513571, 3.918760, -3.946808)
H (-4.250131, 7.555780, -1.045878)
H (-5.448331, 6.773150, -0.024368)
H (-4.093181, 7.527310, 0.759422)
H (-3.494211, 3.690520, 0.586192)
H (-3.504311, 4.848670, 1.759922)
H (-4.995021, 4.597060, 0.872522)
H (-0.377921, 6.647580, 2.000192)
H (-1.710921, 7.570980, 1.224292)
H (-2.041441, 6.046570, 1.983342)
H (1.014349, 6.181780, 0.500222)
H (0.606549, 6.934350, -0.900838)
H (0.549359, 5.116480, -0.875988)

Cartesian forces (eV/Å) of the 3 atoms listed first:
C -0.7 -1.3 -0.3
Br 0.1 -0.1 0.9
Br 0.1 0.2 0.0

Atomic partial charges in e from the Mulliken method, atoms 1 to 8:
1 C 0.629
2 Br -0.022
3 Br -0.043
4 Br -0.016
5 H -0.604
6 C -0.351
7 Br -0.039
8 Br -0.011

Question: multiplicity of number 2 (C21H57Br9N9O3P3)?
Answer: 2

Question: strongest force on any atom of number 2 (C21H57Br9N9O3P3)?
Answer: 4.72 eV Å⁻¹

Question: Look up the strongest force on any atom of the second one.
Answer: 4.72 eV Å⁻¹

Question: Which of these has the highest multiplicity?
Answer: C21H56N5O8Ti2